Entry 1:
Here is a cluster of 2 separate species, C3H10O2 in total from the OMol25 dataset. Energies are from wB97M-V/def2-TZVPD.

Structure (XYZ):
```
15
Properties=species:S:1:pos:R:3:forces:R:3:nbo_charge:R:1
C -0.260 -0.322 -2.449 -1.047 0.303 0.275 -0.248
O -1.676 -0.144 -2.262 0.240 0.004 0.135 -0.729
H 0.013 -1.252 -1.958 0.178 -0.179 -0.242 0.178
H -0.074 -0.317 -3.518 0.441 -0.197 -0.057 0.173
H 0.263 0.489 -1.955 0.360 0.084 -0.108 0.163
H -1.809 0.772 -2.011 -0.183 -0.015 -0.028 0.465
C 0.995 0.085 1.228 -0.707 -0.623 -0.372 -0.058
O 1.113 1.122 2.162 -0.059 0.530 0.424 -0.724
C -0.184 -0.816 1.574 -0.403 0.244 0.134 -0.630
H 0.881 0.443 0.206 -0.122 0.415 -0.094 0.146
H 1.853 -0.549 1.182 1.019 -0.333 0.323 0.155
H 2.025 1.396 2.283 -0.039 -0.114 -0.207 0.474
H -1.141 -0.455 1.187 0.191 -0.034 -0.180 0.210
H 0.006 -1.821 1.212 -0.147 -0.127 -0.237 0.209
H -0.328 -0.891 2.647 0.278 0.041 0.234 0.219
```
Forces are in eV/Å.

Calculated values
Energy above the lowest of the compared OMol25 structures with the same formula, charge and spin, eV: 0.979
Gap between HOMO and LUMO, hartree: 0.409
SMILES string: CCO.CO

=====

Entry 2:
Here is a cluster of 2 separate species, C3H10N2 in total from the OMol25 dataset. Energies are from wB97M-V/def2-TZVPD.

Structure (XYZ):
```
15
Properties=species:S:1:pos:R:3:forces:R:3:nbo_charge:R:1
C 2.127 -0.332 0.386 0.113 -0.798 -0.126 -0.414
N 2.178 0.483 -0.822 -0.436 0.799 0.154 -0.826
H 3.046 -0.221 0.959 0.144 0.070 -0.109 0.188
H 2.063 -1.381 0.089 0.054 -0.033 0.113 0.190
H 1.317 -0.153 1.097 -0.311 0.212 -0.201 0.161
H 1.488 0.238 -1.523 -0.008 -0.657 0.129 0.355
H 1.841 1.403 -0.570 0.386 0.409 0.039 0.345
C -1.884 -0.903 -0.382 1.787 -0.092 -0.372 -0.455
C -1.551 1.205 0.508 -0.907 -0.365 -0.476 -0.072
N -1.640 0.531 -0.558 -1.028 -0.021 0.173 -0.385
H -1.475 -1.417 -1.253 -0.006 -0.084 0.012 0.201
H -2.925 -1.200 -0.328 -0.273 0.471 0.183 0.212
H -1.313 -1.245 0.489 -0.361 -0.296 0.127 0.178
H -1.692 2.278 0.421 0.738 0.152 0.234 0.180
H -1.580 0.713 1.487 0.107 0.234 0.121 0.139
```
Forces are in eV/Å.

Calculated values
Energy above the lowest of the compared OMol25 structures with the same formula, charge and spin, eV: 1.555
Gap between HOMO and LUMO, hartree: 0.383
SMILES string: C=NC.CN